# 1
Below is the molecule C17H18FNO6S, with properties calculated with ωB97M-V with the def2-TZVPD basis set.

Cartesian coordinates (Å):
C -0.269 -0.816 3.116
O 0.096 0.033 2.049
C 1.215 -0.216 1.350
C 2.052 -1.309 1.599
C 3.183 -1.524 0.836
C 3.492 -0.657 -0.194
S 4.965 -0.927 -1.157
N 6.000 0.201 -0.455
O 4.732 -0.543 -2.516
O 5.482 -2.233 -0.869
C 2.686 0.424 -0.465
C 1.548 0.668 0.299
C 0.748 1.864 -0.078
O 1.011 2.553 -1.035
O -0.281 2.092 0.740
C -1.180 3.152 0.423
C -2.503 2.568 -0.066
C -2.391 1.999 -1.488
O -3.401 1.054 -1.769
C -3.271 -0.219 -1.306
C -2.203 -0.701 -0.554
C -2.172 -2.030 -0.167
C -3.211 -2.867 -0.519
F -3.177 -4.162 -0.127
C -4.289 -2.408 -1.256
C -4.312 -1.087 -1.648
H 0.491 -0.821 3.903
H -0.453 -1.839 2.776
H -1.194 -0.399 3.511
H 1.820 -1.999 2.394
H 3.831 -2.367 1.016
H 6.228 0.946 -1.093
H 6.829 -0.234 -0.084
H 2.922 1.090 -1.280
H -0.728 3.798 -0.336
H -1.330 3.712 1.350
H -2.799 1.768 0.617
H -3.273 3.339 -0.036
H -1.401 1.561 -1.657
H -2.537 2.794 -2.224
H -1.390 -0.063 -0.252
H -1.341 -2.417 0.401
H -5.089 -3.083 -1.517
H -5.131 -0.697 -2.230

## Properties
Electronic energy = -45248.2041 eV
Gap between HOMO and LUMO = 8.57 eV
Total charge = 0
E_LUMO = 0.105 eV
SMILES = COc1ccc(S(N)(=O)=O)cc1C(=O)OCCCOc1ccc(F)cc1
HOMO level = -8.468 eV

=====

# 2
Below is the molecule C17H18N2O5S at a distorted geometry, with properties calculated with ωB97M-V with the def2-TZVPD basis set.

Cartesian coordinates (Å):
C 2.077 4.146 3.047
C 2.532 2.765 2.596
O 1.625 2.200 1.650
C 1.769 2.576 0.369
O 2.625 3.334 -0.023
C 0.765 1.931 -0.464
S -0.401 0.865 0.259
C -1.022 0.568 -1.343
N -2.111 -0.220 -1.627
C -2.497 -1.449 -1.161
O -3.463 -2.000 -1.628
C -1.635 -2.076 -0.062
O -1.782 -1.266 1.103
C -1.901 -1.882 2.294
C -2.054 -0.860 3.386
O -1.895 -3.072 2.435
C -0.193 -2.204 -0.507
C 0.087 -2.485 -1.839
C 1.398 -2.577 -2.271
C 2.440 -2.394 -1.377
C 2.164 -2.139 -0.045
C 0.854 -2.048 0.390
N -0.437 1.236 -2.284
C 0.580 2.000 -1.827
C 1.380 2.801 -2.787
H 2.751 4.519 3.812
H 2.086 4.833 2.204
H 1.069 4.097 3.453
H 3.526 2.825 2.140
H 2.545 2.061 3.430
H -2.610 0.068 -2.465
H -2.046 -3.074 0.154
H -3.091 -0.529 3.409
H -1.423 0.000 3.182
H -1.805 -1.308 4.344
H -0.722 -2.634 -2.539
H 1.605 -2.788 -3.309
H 3.462 -2.455 -1.717
H 2.971 -2.006 0.660
H 0.649 -1.844 1.431
H 2.186 3.311 -2.270
H 0.736 3.531 -3.276
H 1.783 2.146 -3.557

## Properties
Electronic energy = -41975.2867 eV
Gap between HOMO and LUMO = 8.85 eV
Total charge = 0
E_LUMO = 0.122 eV
ΔE to the lowest compared entry with this formula, charge and spin = 0.0260 eV
SMILES = CCOC(=O)c1sc(NC(=O)[C@H](OC(C)=O)c2ccccc2)nc1C
HOMO level = -8.728 eV

=====

# 3
Below is the molecule C17H18N4O3 at a distorted geometry, with properties calculated with ωB97M-V with the def2-TZVPD basis set.

Cartesian coordinates (Å):
C 5.739 -3.538 4.141
O 4.734 -2.774 3.275
C 3.588 -3.164 3.234
C 3.220 -4.332 3.712
C 1.793 -4.598 3.778
C 0.993 -3.700 3.162
C 1.419 -2.744 2.330
C 0.396 -1.890 1.729
C 0.775 -0.770 0.962
C -0.310 -0.195 0.319
C -0.768 0.994 -0.249
O 0.151 1.852 -0.803
N -2.083 1.129 -0.532
C -2.728 2.133 -1.340
C -3.054 1.559 -2.808
C -3.660 2.691 -3.811
N -2.617 3.913 -3.946
C -1.714 3.823 -4.681
C -1.152 5.252 -4.444
N -1.933 5.890 -3.514
C -3.077 4.949 -3.345
N -1.479 -1.128 0.827
O -0.723 -2.133 1.438
C 2.774 -2.456 2.523
H 6.680 -3.018 3.939
H 5.484 -3.515 5.223
H 5.819 -4.608 3.954
H 3.596 -5.104 4.608
H 1.268 -5.554 4.202
H -0.243 -3.886 3.091
H 1.717 -0.146 0.685
H -2.859 0.315 -0.373
H -1.897 2.834 -1.537
H -3.659 2.450 -0.802
H -2.049 1.309 -3.134
H -3.704 0.491 -2.989
H -3.738 2.244 -4.732
H -4.750 2.922 -3.277
H -1.194 2.997 -5.313
H -0.333 5.640 -4.886
H -3.628 5.290 -2.699
H 3.205 -1.428 2.085

## Properties
Electronic energy = -30009.2512 eV
Gap between HOMO and LUMO = 7.46 eV
Total charge = 0
E_LUMO = -0.510 eV
ΔE to the lowest compared entry with this formula, charge and spin = 16.7035 eV
SMILES = COc1cccc(-c2cc(C(=O)NCCCn3ccnc3)no2)c1
HOMO level = -7.972 eV

=====

# 4
Below is the molecule C17H18N4O3S at a distorted geometry, with properties calculated with ωB97M-V with the def2-TZVPD basis set.

Cartesian coordinates (Å):
C 2.096 -1.551 4.721
C 2.009 -2.745 4.167
C 1.921 -3.025 2.695
N 2.107 -1.852 1.876
C 1.143 -1.358 1.086
O 0.058 -1.896 0.920
C 1.515 -0.089 0.419
O 2.581 0.570 0.925
N 2.775 1.712 0.239
C 1.863 1.781 -0.693
C 1.747 2.953 -1.583
S 0.746 4.249 -0.743
C -0.817 3.376 -0.746
C -1.238 2.699 0.387
C -2.427 1.988 0.312
N -3.173 1.934 -0.777
C -2.770 2.600 -1.845
C -1.599 3.341 -1.889
C 1.000 0.634 -0.636
C -0.080 0.355 -1.624
O -0.081 0.919 -2.708
N -1.020 -0.508 -1.227
C -2.114 -0.885 -2.090
C -2.212 -2.358 -2.351
C -1.449 -3.299 -1.829
H 2.150 -1.429 5.788
H 2.107 -0.643 4.141
H 1.988 -3.637 4.778
H 2.670 -3.779 2.425
H 0.931 -3.428 2.455
H 2.962 -1.330 1.996
H 1.254 2.686 -2.516
H 2.718 3.413 -1.749
H -0.653 2.722 1.294
H -2.794 1.427 1.161
H -3.414 2.531 -2.711
H -1.297 3.859 -2.784
H -0.915 -1.015 -0.352
H -1.973 -0.352 -3.037
H -3.055 -0.534 -1.647
H -3.006 -2.614 -3.040
H -1.596 -4.337 -2.074
H -0.656 -3.085 -1.134

## Properties
Electronic energy = -40857.7684 eV
Gap between HOMO and LUMO = 8.93 eV
Total charge = 0
E_LUMO = -0.131 eV
ΔE to the lowest compared entry with this formula, charge and spin = 3.3233 eV
SMILES = C=CCNC(=O)c1onc(CSc2ccncc2)c1C(=O)NCC=C
HOMO level = -9.062 eV

=====

# 5
Below is the molecule C17H18N4OS, with properties calculated with ωB97M-V with the def2-TZVPD basis set.

Cartesian coordinates (Å):
C 5.057 0.344 -2.287
C 5.146 1.217 -1.039
O 5.067 0.467 0.158
C 3.868 0.005 0.595
C 3.917 -0.803 1.735
C 2.764 -1.302 2.297
C 1.521 -1.009 1.737
N 0.365 -1.549 2.323
C -0.851 -0.973 2.488
S -2.106 -1.915 3.029
N -0.972 0.349 2.270
C -2.255 1.019 2.206
C -2.907 0.784 0.883
N -2.840 1.585 -0.141
C -3.526 0.952 -1.148
C -3.779 1.349 -2.457
C -4.503 0.491 -3.256
C -4.971 -0.738 -2.783
C -4.732 -1.153 -1.488
C -4.006 -0.295 -0.678
N -3.594 -0.367 0.626
C 1.471 -0.234 0.583
C 2.630 0.275 0.021
H 5.176 0.960 -3.173
H 5.844 -0.405 -2.268
H 4.099 -0.168 -2.338
H 6.128 1.696 -0.991
H 4.381 2.003 -1.054
H 4.881 -1.022 2.165
H 2.817 -1.924 3.178
H 0.448 -2.472 2.729
H -0.175 0.844 1.898
H -2.093 2.087 2.349
H -2.885 0.622 3.007
H -3.418 2.298 -2.820
H -4.718 0.770 -4.277
H -5.533 -1.376 -3.448
H -5.093 -2.101 -1.121
H -3.696 -1.136 1.275
H 0.529 -0.049 0.088
H 2.543 0.873 -0.871

## Properties
Electronic energy = -36765.4200 eV
Gap between HOMO and LUMO = 8.85 eV
Total charge = 0
E_LUMO = 0.632 eV
ΔE to the lowest compared entry with this formula, charge and spin = 0.1819 eV
SMILES = CCOc1ccc(NC(=S)NCc2nc3ccccc3[nH]2)cc1
HOMO level = -8.218 eV

=====

# 6
Below is a structure of composition C17H18N6O2OsS4 at a distorted geometry, with properties calculated with ωB97M-V with the def2-TZVPD basis set.

Cartesian coordinates (Å):
Os -0.128 0.314 0.285
S 2.162 0.140 0.907
C 1.387 -0.070 2.425
N 0.058 -0.112 2.368
C -0.500 -0.164 3.613
C -1.859 -0.144 3.929
C -2.233 -0.152 5.254
C -1.280 -0.183 6.278
C 0.071 -0.197 5.989
C 0.459 -0.186 4.658
S 2.077 -0.142 4.012
H -2.596 -0.096 3.144
H -3.281 -0.125 5.504
H -1.606 -0.171 7.306
H 0.817 -0.196 6.766
N -4.314 -3.731 1.109
C -4.736 -2.480 1.332
O -5.477 -2.134 2.219
C -4.128 -1.414 0.439
C -4.896 -0.668 -0.449
C -4.295 0.396 -1.105
C -2.973 0.694 -0.832
N -2.233 -0.022 0.022
C -2.800 -1.059 0.641
H -4.664 -4.469 1.704
H -3.786 -3.997 0.294
H -5.936 -0.906 -0.607
H -4.846 1.005 -1.803
H -2.488 1.539 -1.304
H -2.175 -1.622 1.324
C -0.294 5.883 1.906
N -0.061 5.276 0.627
C 0.366 6.054 -0.527
C 0.611 4.987 -1.612
N 0.206 3.761 -0.941
C -0.130 3.989 0.329
S -0.657 2.783 1.406
H -1.128 6.588 1.853
H 0.602 6.421 2.226
H -0.520 5.103 2.630
H 1.266 6.623 -0.280
H -0.417 6.767 -0.803
H 1.656 4.945 -1.924
H 0.000 5.144 -2.502
H 0.357 2.840 -1.326
O -0.579 -1.887 -1.565
S -0.084 -0.848 -2.467
N 0.071 0.404 -1.601

## Properties
Electronic energy = -76749.8934 eV
Gap between HOMO and LUMO (spin up / spin down) = 7.33 / 5.32 eV
Total charge = +2
E_LUMO (spin up / spin down) = -7.080 / -9.097 eV
⟨S²⟩ = 6.06
ΔE to the lowest compared entry with this formula, charge and spin = 0.8116 eV
HOMO level (spin up / spin down) = -14.407 / -14.414 eV
Spin multiplicity = 5

=====

# 7
Below is the molecule C17H18O2S3 at a distorted geometry, with properties calculated with ωB97M-V with the def2-TZVPD basis set.

Cartesian coordinates (Å):
O -1.140 -2.175 -0.037
S -1.450 -0.742 -0.159
O -2.428 -0.330 -1.143
C -2.298 -0.186 1.377
C -1.593 -0.020 2.565
C -2.309 0.322 3.725
C -3.698 0.451 3.662
C -4.391 0.336 2.456
C -3.681 0.008 1.288
C 0.162 0.197 -0.286
C -0.100 0.917 -1.567
C -0.428 2.288 -1.631
C -0.575 2.991 -2.799
C -0.511 2.239 -4.084
C -0.399 0.816 -3.997
C -0.229 0.218 -2.793
C 1.415 -0.583 -0.060
S 2.853 0.516 -0.346
C 4.140 -0.729 -0.441
C 4.323 -1.677 0.767
C 3.002 -2.347 1.206
S 1.666 -1.227 1.624
H -0.510 -0.178 2.575
H -1.760 0.469 4.649
H -4.255 0.660 4.573
H -5.461 0.497 2.372
H -4.172 -0.089 0.323
H 0.341 0.836 0.514
H -0.568 2.832 -0.684
H -0.732 4.054 -2.887
H -0.610 2.750 -5.032
H -0.422 0.241 -4.932
H -0.203 -0.832 -2.722
H 1.284 -1.396 -0.774
H 5.098 -0.182 -0.608
H 3.948 -1.362 -1.320
H 5.041 -2.476 0.475
H 4.773 -1.127 1.620
H 2.688 -3.029 0.408
H 3.189 -2.949 2.122

## Properties
Electronic energy = -54519.7735 eV
Gap between HOMO and LUMO = 8.81 eV
Total charge = 0
E_LUMO = 0.602 eV
SMILES = O=S(=O)(c1ccccc1)[C@H](c1ccccc1)C1SCCCS1
HOMO level = -8.203 eV

=====

# 8
Below is a structure of composition C17H19As2N3OsS3 at a distorted geometry, with properties calculated with ωB97M-V with the def2-TZVPD basis set.

Cartesian coordinates (Å):
Os 0.921 -0.697 -0.788
S 3.225 -0.275 -0.694
C 3.636 -0.280 0.956
C 5.033 -0.291 1.242
N 6.164 -0.344 1.439
C 2.716 -0.320 2.002
S 1.043 -0.473 1.807
C 3.196 -0.325 3.344
N 3.574 -0.380 4.428
C -3.010 -0.897 -1.731
As -1.574 -0.724 -0.413
C -2.085 -2.029 0.941
C -1.932 1.020 0.368
C -3.072 1.242 1.131
C -3.235 2.449 1.795
C -2.260 3.430 1.709
C -1.159 3.246 0.882
C -1.002 2.046 0.202
As 0.513 1.719 -0.974
C 1.751 3.193 -0.721
C -0.143 2.076 -2.779
H -3.956 -0.874 -1.187
H -2.942 -1.835 -2.281
H -2.993 -0.064 -2.433
H -2.971 -1.687 1.474
H -1.279 -2.165 1.661
H -2.304 -2.986 0.468
H -3.830 0.472 1.224
H -4.121 2.617 2.392
H -2.351 4.339 2.287
H -0.426 4.037 0.782
H 1.239 4.124 -0.965
H 2.586 3.072 -1.412
H 2.135 3.250 0.297
H -0.681 3.022 -2.824
H -0.792 1.274 -3.129
H 0.719 2.132 -3.445
S 0.330 -5.211 -1.424
C 1.745 -4.926 -0.508
C 1.980 -3.599 -0.387
N 1.044 -2.803 -1.007
C 0.120 -3.540 -1.597
H 2.327 -5.738 -0.106
H 2.820 -3.171 0.136
H -0.701 -3.124 -2.162

## Properties
Electronic energy = -179040.6996 eV
Gap between HOMO and LUMO (spin up / spin down) = 6.26 / 6.02 eV
Total charge = +2
E_LUMO (spin up / spin down) = -9.198 / -9.526 eV
ΔE to the lowest compared entry with this formula, charge and spin = 1.3351 eV
HOMO level (spin up / spin down) = -15.453 / -15.549 eV

=====

# 9
Below is a structure of composition C17H19BN6O3Ti at a distorted geometry, with properties calculated with ωB97M-V with the def2-TZVPD basis set.

Cartesian coordinates (Å):
H -0.091 -3.446 -0.181
N 1.219 -1.794 -0.147
B 3.223 -0.245 -0.147
N 2.569 -1.655 -0.195
C 3.151 -2.879 -0.285
Ti 0.000 0.000 0.000
H 4.236 -2.970 -0.335
C 2.143 -3.843 -0.295
H 2.260 -4.924 -0.358
C 0.945 -3.108 -0.206
H 4.427 -0.341 -0.202
C -1.116 1.733 0.139
H -2.199 1.532 0.174
H -0.899 2.374 -0.734
H -0.825 2.279 1.055
N 2.798 0.453 1.174
N 2.694 0.588 -1.346
N 1.486 0.659 1.454
N 1.364 0.817 -1.493
C 3.562 0.917 2.197
C 3.372 1.162 -2.373
H 4.648 0.838 2.153
H 4.458 1.084 -2.428
C 2.714 1.442 3.172
C 2.449 1.785 -3.214
C 1.417 1.254 2.656
C 1.198 1.536 -2.615
H 2.996 1.895 4.122
H 2.653 2.337 -4.130
H 0.446 1.508 3.082
H 0.196 1.830 -2.930
H -0.980 -0.601 1.065
O -3.187 -2.582 0.022
C -4.126 -1.630 -0.149
C -5.386 -1.854 0.438
C -6.419 -0.925 0.304
C -6.209 0.241 -0.419
C -4.970 0.479 -1.015
C -3.892 -0.443 -0.900
C -2.601 -0.067 -1.584
O -2.596 1.041 -2.292
O -1.405 -0.619 -1.368
H -2.306 -2.543 -0.361
H -5.574 -2.758 1.002
H -7.386 -1.108 0.760
H -7.008 0.965 -0.521
H -4.859 1.405 -1.564

## Properties
Electronic energy = -56811.7034 eV
Gap between HOMO and LUMO (spin up / spin down) = 8.37 / 5.58 eV
Total charge = 0
E_LUMO (spin up / spin down) = 0.278 / -2.817 eV
⟨S²⟩ = 2.01
ΔE to the lowest compared entry with this formula, charge and spin = 2.5486 eV
HOMO level (spin up / spin down) = -8.092 / -8.397 eV
Spin multiplicity = 3

=====

# 10
Below is a structure of composition C17H19BiF5IN4O2S2, with properties calculated with ωB97M-V with the def2-TZVPD basis set.

Cartesian coordinates (Å):
Bi -0.348 1.328 -2.135
C 5.033 -2.755 1.771
C 3.806 -1.882 1.707
C 3.908 -0.498 1.795
C 2.778 0.308 1.762
C 1.534 -0.284 1.637
C 1.402 -1.667 1.547
C 2.538 -2.454 1.581
S 0.103 0.742 1.570
O -0.788 0.318 2.624
O 0.574 2.099 1.558
N -0.557 0.465 0.127
C -1.510 -0.472 -0.150
C -2.172 -1.386 0.694
C -3.098 -2.234 0.135
C -3.397 -2.177 -1.229
C -2.736 -1.250 -1.993
N -1.814 -0.429 -1.467
H 5.929 -2.203 1.486
H 4.935 -3.621 1.113
H 5.182 -3.129 2.787
H 4.887 -0.039 1.874
H 2.854 1.386 1.822
H 0.425 -2.121 1.440
H 2.443 -3.533 1.508
H -1.959 -1.387 1.751
H -3.608 -2.953 0.767
H -4.129 -2.833 -1.677
H -2.931 -1.135 -3.051
C -1.911 2.854 3.132
N -1.890 3.240 1.730
C -2.814 2.895 0.833
N -3.843 2.154 1.295
S -2.697 3.331 -0.799
H -1.106 3.375 3.641
H -1.759 1.781 3.264
H -2.853 3.158 3.591
H -1.031 3.588 1.343
H -3.801 1.694 2.188
H -4.505 1.832 0.614
F -1.782 0.110 -4.662
C -0.513 0.004 -4.134
F -0.296 -1.332 -3.925
C 0.450 0.455 -5.245
F 1.638 -0.147 -5.127
F -0.008 0.231 -6.476
F 0.647 1.788 -5.116
I 2.930 2.286 -1.525
C 1.776 0.538 -1.963
H 1.906 -0.155 -1.134
H 2.177 0.118 -2.881

## Properties
Electronic energy = -77191.3606 eV
Gap between HOMO and LUMO = 8.26 eV
Total charge = 0
E_LUMO = 0.211 eV
ΔE to the lowest compared entry with this formula, charge and spin = 0.0000 eV
HOMO level = -8.047 eV

=====

# 11
Below is the molecule C17H19BrN2O2, with properties calculated with ωB97M-V with the def2-TZVPD basis set.

Cartesian coordinates (Å):
C -4.985 -1.458 -4.439
C -3.997 -0.586 -4.389
C -2.562 -0.948 -4.157
N -1.953 -0.151 -3.097
C -2.183 -0.658 -1.760
C -3.640 -0.644 -1.393
C -4.275 -1.669 -0.860
C -1.315 0.981 -3.467
O -1.235 1.306 -4.639
C -0.639 1.875 -2.421
C -1.568 2.465 -1.360
C -1.035 2.002 -0.017
O -1.557 2.241 1.045
N 0.111 1.279 -0.224
C 0.909 0.685 0.761
C 0.515 0.663 2.101
C 1.308 0.067 3.061
C 2.506 -0.519 2.694
Br 3.602 -1.346 4.015
C 2.917 -0.511 1.374
C 2.123 0.087 0.414
C 0.483 1.181 -1.626
H -6.000 -1.159 -4.636
H -4.819 -2.513 -4.292
H -4.174 0.469 -4.545
H -1.997 -0.740 -5.072
H -2.466 -2.005 -3.900
H -1.639 -0.064 -1.029
H -1.805 -1.687 -1.706
H -4.157 0.288 -1.578
H -5.314 -1.614 -0.586
H -3.779 -2.606 -0.666
H -0.208 2.678 -3.024
H -2.608 2.154 -1.467
H -1.562 3.556 -1.372
H -0.415 1.120 2.394
H 0.990 0.059 4.092
H 3.853 -0.968 1.092
H 2.472 0.080 -0.605
H 0.595 0.131 -1.917
H 1.438 1.688 -1.794

## Properties
Electronic energy = -95054.6243 eV
Gap between HOMO and LUMO = 9.24 eV
Total charge = 0
E_LUMO = 0.602 eV
ΔE to the lowest compared entry with this formula, charge and spin = 1.1434 eV
SMILES = C=CCN(CC=C)C(=O)[C@H]1CC(=O)N(c2ccc(Br)cc2)C1
HOMO level = -8.635 eV